Record 1
ORCA calculation (ωB97M-V/def2-TZVPD) on C38H75Br2CaCl3F4NO9S2 as an isolated structure.

Results
Molar mass in g mol⁻¹: 1136.39
Lowest unoccupied orbital energy in eV: -5.36
DFT total energy in hartree: -10626.31732
Total charge: +1
Kohn-Sham gap in eV: 1.90
HOMO energy in eV: -7.26

```
135
C38H75Br2CaCl3F4NO9S2 ωB97M-V/def2-TZVPD
C 0.89 3.04 -0.97
C 1.40 3.42 -2.41
C 0.22 3.41 -3.27
O 0.26 3.15 -4.73
C -0.83 2.44 -4.82
N -0.90 1.20 -5.16
C 0.24 0.40 -5.61
S 1.57 0.34 -4.38
C 1.88 -1.40 -3.97
C 1.60 -1.68 -2.50
C -2.32 0.74 -5.02
S -3.38 1.00 -6.49
C -2.50 -0.77 -4.74
C -1.63 -1.41 -3.67
F -1.07 -2.56 -4.16
C -2.70 1.65 -3.80
C -4.09 1.55 -3.25
C -4.13 0.49 -2.11
C -4.75 1.07 -0.88
O -3.80 1.95 -0.30
C -2.21 2.97 -4.45
C -2.11 4.32 -3.74
Cl -1.39 5.38 -5.10
C -3.37 5.03 -3.30
C -4.54 4.88 -4.27
H 0.06 2.38 -1.10
H 1.65 2.62 -0.33
H 0.47 3.96 -0.52
H 2.24 2.77 -2.76
H 1.78 4.48 -2.37
H -0.19 4.39 -3.13
H -0.51 2.72 -2.89
H -0.07 -0.60 -5.83
H 0.60 0.84 -6.52
H 2.93 -1.56 -4.11
H 1.37 -2.09 -4.62
H 1.49 -2.73 -2.32
H 0.70 -1.20 -2.15
H 2.41 -1.30 -1.89
H -2.59 0.50 -7.44
H -3.55 -0.94 -4.61
H -2.25 -1.26 -5.67
H -0.88 -0.70 -3.35
H -2.22 -1.69 -2.81
H -1.90 1.39 -3.12
H -4.81 1.25 -4.00
H -4.42 2.47 -2.79
H -4.66 -0.40 -2.43
H -3.12 0.25 -1.82
H -4.88 0.24 -0.19
H -5.70 1.54 -1.08
H -3.96 1.96 0.64
H -2.64 3.24 -5.41
H -1.41 4.30 -2.95
H -3.15 6.07 -3.20
H -3.62 4.69 -2.30
H -5.17 5.74 -4.13
H -5.09 3.97 -4.13
H -4.16 4.95 -5.28
C -3.72 -4.16 1.08
C -2.83 -4.08 -0.13
O -2.09 -3.12 -0.30
C -2.89 -5.23 -1.11
H -3.57 -3.27 1.69
H -4.77 -4.21 0.77
H -3.47 -5.04 1.67
H -3.89 -5.32 -1.52
H -2.60 -6.15 -0.62
H -2.20 -5.03 -1.93
C 0.37 -5.11 1.39
Cl 2.12 -4.84 1.45
Cl -0.22 -5.90 2.86
H -0.13 -4.16 1.28
H 0.15 -5.75 0.55
C 3.65 -1.30 3.78
C 3.61 -0.49 2.49
C 2.19 -0.34 1.98
O 4.41 -1.12 1.49
H 3.26 -2.31 3.60
H 4.67 -1.40 4.13
H 3.06 -0.83 4.56
H 4.04 0.50 2.67
H 1.75 -1.32 1.75
H 2.17 0.24 1.06
H 1.56 0.16 2.71
H 4.03 -1.99 1.33
Br -2.59 -3.97 6.17
C -1.40 -4.85 7.43
C -0.69 -6.02 6.79
Br -1.88 -7.56 6.62
H -2.00 -5.13 8.29
H -0.68 -4.09 7.72
H 0.12 -6.36 7.42
H -0.32 -5.80 5.81
C 3.01 5.02 3.28
C 3.03 5.03 4.81
O 1.81 4.69 5.43
C 1.45 3.29 5.55
O 2.38 2.54 6.03
C 0.88 2.70 4.22
F 0.15 3.60 3.52
F 0.05 1.67 4.48
F 1.82 2.23 3.37
H 2.08 5.45 2.90
H 3.85 5.60 2.90
H 3.11 4.02 2.88
H 3.22 6.06 5.13
H 3.86 4.43 5.20
H 0.51 3.38 6.16
C 1.66 8.30 -2.79
C 1.04 6.96 -2.37
C -0.27 7.24 -1.59
O 1.92 6.29 -1.56
H 1.90 8.91 -1.93
H 2.58 8.13 -3.37
H 0.98 8.87 -3.43
H 0.73 6.46 -3.31
H -0.08 7.84 -0.70
H -0.77 6.32 -1.29
H -0.97 7.80 -2.23
Ca 3.50 4.07 -1.45
O 2.25 -6.62 6.51
C 2.70 -7.26 5.59
O 3.12 -8.51 5.82
C 3.50 -9.42 4.78
C 4.95 -9.22 4.37
C 2.88 -6.65 4.22
H 2.82 -9.35 3.94
H 3.37 -10.41 5.21
H 5.12 -8.23 3.96
H 5.24 -9.96 3.62
H 5.60 -9.33 5.24
H 3.80 -6.07 4.21
H 2.04 -5.98 4.03
H 2.89 -7.37 3.41
```

These are the Löwdin partial charges, in e, on atoms 1 to 4: C -0.032; C -0.347; C -0.189; O 0.051


Record 2
ORCA calculation (ωB97M-V/def2-TZVPD) on C39H36IN4O3P2ReS2 as an isolated structure.

Results
Molar mass in g mol⁻¹: 1047.93
Lowest unoccupied orbital energy (spin up / spin down) in eV: -3.53 / -3.93
DFT total energy in hartree: -3807.39510
Total charge: +1
Spin multiplicity: 2
Kohn-Sham gap (spin up / spin down) in eV: 6.55 / 6.19
HOMO energy (spin up / spin down) in eV: -10.08 / -10.12
Expectation value of S²: 0.80

```
88
C39H36IN4O3P2ReS2 ωB97M-V/def2-TZVPD
Re -1.65 1.14 -0.23
S -2.28 -2.23 -1.05
P -0.60 -1.93 -0.06
C -0.13 -0.22 -0.28
P 1.10 0.33 -1.44
S 0.20 2.10 -1.89
C 1.40 -0.76 -2.85
C 2.57 -1.51 -2.90
C 2.74 -2.41 -3.93
C 1.76 -2.55 -4.90
C 0.60 -1.79 -4.85
C 0.41 -0.89 -3.82
C 2.75 0.66 -0.77
C 3.14 0.19 0.47
C 4.45 0.38 0.89
C 5.33 1.08 0.08
C 4.92 1.60 -1.13
C 3.63 1.39 -1.58
C -0.59 -2.24 1.73
C -1.06 -3.45 2.22
C -1.09 -3.66 3.59
C -0.66 -2.67 4.46
C -0.16 -1.47 3.96
C -0.13 -1.26 2.60
C 0.66 -3.08 -0.70
C 1.84 -3.26 0.02
C 2.77 -4.19 -0.41
C 2.52 -4.95 -1.54
C 1.34 -4.78 -2.25
C 0.41 -3.85 -1.82
H 3.32 -1.40 -2.14
H 3.65 -2.99 -3.98
H 1.90 -3.26 -5.70
H -0.15 -1.90 -5.61
H -0.48 -0.29 -3.75
H 2.42 -0.31 1.10
H 4.77 -0.01 1.84
H 6.36 1.21 0.40
H 5.61 2.17 -1.74
H 3.30 1.75 -2.54
H -1.42 -4.21 1.54
H -1.46 -4.60 3.98
H -0.71 -2.82 5.52
H 0.18 -0.70 4.64
H 0.21 -0.31 2.19
H 2.03 -2.68 0.91
H 3.68 -4.34 0.15
H 3.24 -5.68 -1.86
H 1.13 -5.39 -3.11
H -0.52 -3.72 -2.36
N -4.13 2.08 0.64
C -4.89 1.35 1.68
C -3.96 0.69 2.69
C -3.24 -0.51 2.05
O -3.46 -1.63 2.43
O -2.42 -0.22 1.09
H -3.89 3.00 1.00
H -4.74 2.23 -0.16
H -5.48 0.58 1.19
H -5.58 2.02 2.20
H -4.54 0.30 3.53
H -3.21 1.40 3.05
N 3.67 3.40 1.95
C 2.96 2.88 2.98
O 3.47 2.31 3.92
C 1.47 3.03 2.84
C 0.71 3.52 3.90
C -0.66 3.63 3.73
C -1.22 3.20 2.54
N -0.51 2.66 1.56
C 0.81 2.60 1.70
H 4.68 3.38 2.02
H 3.25 3.96 1.23
H 1.19 3.83 4.82
H -1.29 4.03 4.52
H -2.28 3.31 2.36
H 1.37 2.17 0.87
I -2.28 4.62 -1.01
C -3.10 3.08 -2.20
C -3.89 3.43 -3.28
C -4.47 2.42 -4.03
C -4.24 1.10 -3.66
C -3.43 0.84 -2.58
N -2.86 1.80 -1.84
H -4.05 4.47 -3.50
H -5.09 2.67 -4.88
H -4.70 0.27 -4.19
H -3.23 -0.18 -2.26
```

These are the Löwdin partial charges, in e, on atoms 1 to 4: Re 1.267; S 0.364; P 0.488; C -0.645


Record 3
ORCA calculation (ωB97M-V/def2-TZVPD) on an isolated ion of composition C10H6NO2S and charge -1.

Results
Molar mass in g mol⁻¹: 204.23
Lowest unoccupied orbital energy (spin up / spin down) in eV: 2.28 / 2.28
ΔE to the lowest compared entry with this formula, charge and spin in kcal per mole: 58.36
DFT total energy in hartree: -987.96942
Total charge: -1
Kohn-Sham gap (spin up / spin down) in eV: 6.78 / 6.78
HOMO energy (spin up / spin down) in eV: -4.51 / -4.50

```
20
C10H6NO2S ωB97M-V/def2-TZVPD
C 0.73 -1.73 1.91
C -1.65 -2.73 -0.46
C -0.82 -0.45 -0.13
C 1.70 0.52 2.40
C -0.80 -1.78 0.08
C 0.09 -2.51 1.07
C -1.33 -4.02 -0.18
C -1.84 -5.18 -0.92
C 0.22 0.62 0.08
C 0.66 1.26 1.55
N 1.33 -0.71 2.33
O -1.04 -6.16 -0.91
O -2.96 -5.09 -1.37
S -0.16 -4.24 1.11
H -2.37 -2.57 -1.20
H -1.53 -0.15 -0.97
H 1.10 0.37 -0.42
H -0.07 1.51 -0.56
H -0.30 1.23 2.16
H 0.97 2.28 1.39
```

These are the Löwdin partial charges, in e, on atoms 1 to 4: C -0.042; C -0.078; C -0.068; C -0.107


Record 4
ORCA calculation (ωB97M-V/def2-TZVPD) on a 9-piece molecular cluster, C22H28F6NO22 overall.

Results
Molar mass in g mol⁻¹: 772.44
Lowest unoccupied orbital energy in eV: -0.13
ΔE to the lowest compared entry with this formula, charge and spin in kcal per mole: 184.84
DFT total energy in hartree: -3164.24961
Total charge: -1
Kohn-Sham gap in eV: 3.48
HOMO energy in eV: -3.61

```
79
C22H28F6NO22 ωB97M-V/def2-TZVPD
N 0.89 1.52 0.25
H 1.62 2.10 -0.11
H 1.20 0.86 0.95
H 0.47 1.00 -0.51
H 0.35 2.18 0.78
C -1.44 4.92 7.24
C -0.82 5.50 6.05
O -0.04 6.44 6.31
O -1.03 5.02 4.88
H -1.00 5.20 8.19
H -1.29 3.84 7.24
H -2.45 5.22 7.50
C 7.23 4.42 1.04
C 6.20 5.45 0.52
O 6.16 6.61 0.85
O 5.27 4.91 -0.12
H 8.08 4.46 0.35
H 6.79 3.42 1.04
H 7.45 4.60 2.09
C 5.38 -0.77 8.22
C 4.00 -0.13 8.24
O 3.71 0.02 6.88
C 4.54 -0.66 6.13
O 4.53 -0.77 4.92
O 5.45 -1.21 6.89
F 3.98 1.08 8.81
H 5.53 -1.56 8.95
H 6.19 -0.05 8.34
H 3.21 -0.71 8.70
C -6.22 0.11 3.70
C -6.54 -0.38 5.05
O -7.39 -1.42 4.83
C -7.11 -1.91 3.62
O -7.34 -3.07 3.33
O -6.36 -1.08 2.92
F -7.23 0.73 5.51
H -5.20 0.48 3.79
H -6.87 0.90 3.32
H -5.65 -0.63 5.63
C -5.83 -2.40 -6.49
C -4.81 -3.61 -6.31
O -4.29 -3.25 -5.01
C -4.45 -1.92 -4.76
O -3.94 -1.26 -3.83
O -5.24 -1.35 -5.76
F -3.83 -3.60 -7.25
H -6.77 -2.55 -5.96
H -5.96 -2.04 -7.51
H -5.45 -4.49 -6.28
C -0.60 5.08 -5.79
C -1.20 6.04 -6.79
O -1.14 7.19 -5.99
C -1.18 6.86 -4.69
O -1.36 7.74 -3.85
O -0.96 5.54 -4.51
F -2.47 5.84 -7.07
H 0.48 5.21 -5.87
H -0.81 4.07 -6.14
H -0.62 6.13 -7.71
C 0.53 -5.41 0.83
C 0.64 -6.70 1.67
O -0.07 -6.39 2.81
C -0.24 -5.03 2.90
O -0.72 -4.46 3.86
O 0.15 -4.47 1.79
F 1.96 -6.83 1.95
H -0.28 -5.43 0.09
H 1.48 -5.14 0.37
H 0.24 -7.56 1.12
C 3.69 -5.08 -7.03
C 3.26 -4.25 -8.19
O 2.70 -3.10 -7.65
C 2.77 -3.12 -6.29
O 2.46 -2.14 -5.58
O 3.06 -4.39 -5.93
F 2.28 -4.92 -8.86
H 4.74 -5.23 -6.80
H 3.35 -6.11 -7.03
H 4.13 -4.12 -8.83
```

These are the Löwdin partial charges, in e, on atoms 1 to 4: N 0.354; H 0.163; H 0.158; H 0.156


Record 5
ORCA calculation (ωB97M-V/def2-TZVPD) on a 2-piece molecular cluster, C3H10N2O overall.

Results
Molar mass in g mol⁻¹: 90.13
Lowest unoccupied orbital energy in eV: 0.87
ΔE to the lowest compared entry with this formula, charge and spin in kcal per mole: 76.60
DFT total energy in hartree: -304.95258
Kohn-Sham gap in eV: 10.35
HOMO energy in eV: -9.48

```
16
C3H10N2O ωB97M-V/def2-TZVPD
C 1.62 0.11 0.51
C 0.14 0.32 0.55
C -0.39 1.50 -0.20
N -0.53 -0.14 1.56
H 2.14 1.00 0.85
H 1.93 -0.10 -0.51
H 1.89 -0.73 1.14
H -0.33 1.20 -1.33
H 0.11 2.43 0.09
H -1.46 1.65 -0.05
H -1.51 0.16 1.58
N -0.40 -1.25 -1.11
O -1.37 -1.98 -0.36
H 0.26 -1.93 -1.48
H -0.90 -0.56 -1.80
H -1.23 -1.68 0.57
```

These are the Löwdin partial charges, in e, on atoms 1 to 4: C -0.063; C -0.557; C -0.064; N 0.074


Record 6
ORCA calculation (ωB97M-V/def2-TZVPD) on a 2-piece molecular cluster, C3H9NO2 overall.

Results
Molar mass in g mol⁻¹: 91.11
Lowest unoccupied orbital energy in eV: 0.66
ΔE to the lowest compared entry with this formula, charge and spin in kcal per mole: 29.15
DFT total energy in hartree: -324.92616
Kohn-Sham gap in eV: 10.22
HOMO energy in eV: -9.56

```
15
C3H9NO2 ωB97M-V/def2-TZVPD
C -0.76 1.72 -1.79
C -1.13 0.58 -0.93
O -1.43 -0.55 -1.12
O -0.74 0.91 0.38
H 0.28 1.95 -1.55
H -1.38 2.55 -1.42
H -0.79 1.61 -2.88
H -0.65 0.19 1.00
C 2.04 -0.82 1.99
N 1.49 -1.85 1.08
H 1.89 0.24 1.74
H 3.12 -1.03 2.07
H 1.67 -0.85 3.04
H 0.49 -1.71 1.06
H 1.89 -1.68 0.17
```

These are the Löwdin partial charges, in e, on atoms 1 to 4: C 0.005; C -0.535; O 0.115; O 0.028


Record 7
ORCA calculation (ωB97M-V/def2-TZVPD) on a 6-piece molecular cluster, C4H22N2O5S2 overall.

Results
Molar mass in g mol⁻¹: 242.36
Lowest unoccupied orbital energy in eV: 0.33
ΔE to the lowest compared entry with this formula, charge and spin in kcal per mole: 14.52
DFT total energy in hartree: -1447.64819
Kohn-Sham gap in eV: 8.83
HOMO energy in eV: -8.50

```
35
C4H22N2O5S2 ωB97M-V/def2-TZVPD
C -2.86 -1.45 -0.74
N -2.43 -0.40 0.17
C -1.98 0.83 -0.46
C -0.55 1.19 0.01
N -0.32 2.62 -0.16
C 0.46 0.34 -0.77
S 2.09 1.13 -0.63
S 3.37 -0.16 -1.40
H -2.27 -1.41 -1.65
H -2.60 -2.42 -0.33
H -3.88 -1.35 -1.04
H -3.05 -0.19 0.93
H -2.56 1.69 -0.14
H -2.03 0.80 -1.55
H -0.52 0.90 1.06
H 0.47 2.91 0.40
H -1.08 3.15 0.24
H 0.15 0.20 -1.80
H 0.60 -0.64 -0.35
H 3.88 0.32 -2.56
O -0.56 -1.91 2.22
H -1.20 -2.62 2.33
H -0.81 -1.54 1.35
O 0.74 1.81 -3.77
H -0.10 1.56 -4.17
H 0.88 2.72 -4.04
O 1.51 2.05 3.30
H 1.78 1.14 3.13
H 1.16 2.07 4.20
O 2.93 -3.46 -0.91
H 2.30 -3.70 -1.59
H 2.80 -2.50 -0.83
O 1.32 -0.90 3.37
H 1.89 -1.64 3.15
H 0.45 -1.17 3.04
```

These are the Löwdin partial charges, in e, on atoms 1 to 4: C -0.111; N -0.120; C -0.199; C -0.461


Record 8
ORCA calculation (ωB97M-V/def2-TZVPD) on C19H36As3F3N3O2STl as an isolated structure.

Results
Molar mass in g mol⁻¹: 856.73
Lowest unoccupied orbital energy in eV: -6.45
ΔE to the lowest compared entry with this formula, charge and spin in kcal per mole: 0.91
DFT total energy in hartree: -8637.38345
Total charge: +2
Kohn-Sham gap in eV: 6.53
HOMO energy in eV: -12.99

```
68
C19H36As3F3N3O2STl ωB97M-V/def2-TZVPD
Tl -1.11 -0.80 -0.39
C -1.20 -1.64 3.82
As -1.10 -0.44 2.29
C -2.55 0.81 2.60
C 0.46 0.73 2.49
C 1.90 0.21 2.27
C 2.01 -1.24 2.73
C 2.36 0.34 0.81
As 1.64 -0.87 -0.56
C 2.77 -2.45 -0.54
C 2.17 0.03 -2.20
C 2.85 1.05 3.15
As 3.27 3.01 2.96
C 1.83 3.75 1.83
C 4.65 2.95 1.57
H -1.05 -1.03 4.71
H -0.45 -2.42 3.78
H -2.20 -2.08 3.85
H -2.40 1.30 3.56
H -3.50 0.27 2.61
H -2.57 1.55 1.80
H 0.37 1.13 3.51
H 0.25 1.57 1.82
H 1.34 -1.91 2.17
H 1.78 -1.34 3.79
H 3.03 -1.61 2.59
H 3.45 0.18 0.76
H 2.17 1.35 0.44
H 3.82 -2.13 -0.52
H 2.60 -3.04 -1.44
H 2.58 -3.06 0.34
H 3.25 0.20 -2.17
H 1.66 0.99 -2.26
H 1.92 -0.58 -3.06
H 3.84 0.60 3.12
H 2.51 0.93 4.19
H 0.88 3.76 2.36
H 1.71 3.26 0.86
H 2.12 4.78 1.64
H 5.47 2.31 1.89
H 5.06 3.96 1.46
H 4.30 2.63 0.60
F 0.16 3.49 -3.13
C -0.94 3.15 -3.84
F -0.83 3.71 -5.04
F -2.00 3.69 -3.22
C -1.06 1.65 -3.93
C -1.05 1.00 -5.15
C -1.12 -0.39 -5.20
C -1.19 -1.08 -4.01
N -1.21 -0.47 -2.82
C -1.17 0.88 -2.77
S -1.27 1.58 -1.16
H -0.97 1.58 -6.06
H -1.12 -0.92 -6.14
H -1.23 -2.16 -3.99
C -6.04 -1.94 -0.60
O -5.01 -2.93 -0.80
C -3.76 -2.54 -0.68
O -3.40 -1.40 -0.40
N -2.90 -3.55 -0.89
N -1.51 -3.30 -0.83
H -6.97 -2.49 -0.71
H -5.95 -1.16 -1.37
H -5.95 -1.51 0.40
H -3.25 -4.47 -1.13
H -1.08 -3.56 -1.71
H -1.09 -3.85 -0.09
```

These are the Löwdin partial charges, in e, on atoms 1 to 4: Tl 0.489; C -0.241; As 1.092; C -0.247


Record 9
ORCA calculation (ωB97M-V/def2-TZVPD) on a 2-piece molecular cluster, C6H10 overall.

Results
Molar mass in g mol⁻¹: 82.15
Lowest unoccupied orbital energy in eV: -1.36
ΔE to the lowest compared entry with this formula, charge and spin in kcal per mole: 184.17
DFT total energy in hartree: -234.30901
Kohn-Sham gap in eV: 5.45
HOMO energy in eV: -6.81

```
16
C6H10 ωB97M-V/def2-TZVPD
C 0.97 -1.19 -0.46
C 1.87 -0.22 -1.12
C -2.44 1.58 1.91
C -1.50 1.25 0.92
C -0.41 0.41 0.93
C 0.45 0.30 -0.26
H 0.19 -1.80 -0.98
H 2.16 -2.26 -3.32
H 1.24 -1.67 0.52
H 2.18 -2.64 -2.70
H -0.07 0.72 -1.12
H -3.23 2.28 1.73
H -2.29 1.18 2.94
H -1.64 1.65 -0.09
H -0.10 0.06 1.89
H 2.64 0.34 -0.77
```

These are the Löwdin partial charges, in e, on atoms 1 to 4: C -0.237; C -0.066; C 0.085; C -0.192